*a*
This record from the Open Molecules 2025 dataset describes a 2-piece molecular cluster, C4H8O2 overall. The level of theory is ωB97M-V/def2-TZVPD.

Properties
Net charge   +1
Multiplicity   2
HOMO (alpha / beta)   -0.5384 / -0.5387 Ha
Kohn-Sham gap (alpha / beta)   9.33 / 6.64 eV
Expectation value of S²   0.783
Molecular weight   88.106 g mol⁻¹

Each line ends with the natural charge from an NBO analysis.
Cartesian coordinates (Å):
C -1.1921 -0.0228 2.3765  -0.0899
C 0.0169 -0.1756 1.7029  -0.1748
C 0.0947 0.1717 0.3345  -0.2000
C 1.3204 -0.0375 -0.2408  0.3349
O 1.4228 0.2075 -1.5564  -0.6020
H -1.2364 -0.5274 3.3110  0.2290
H -2.0088 0.5499 1.9270  0.2290
H 0.8649 -0.8150 2.0307  0.2462
H -0.7816 0.5007 -0.2384  0.2646
H 2.1823 -0.5722 0.1239  0.2215
H 2.3060 0.5246 -1.8194  0.5367
H -0.3526 -0.3825 -2.4077  0.4643
H -1.5362 0.6811 -2.6033  0.4722
O -1.1003 -0.1026 -2.9405  -0.9317

*b*
This record from the Open Molecules 2025 dataset describes an isolated ion of composition C4H8O2 and charge +1. The level of theory is ωB97M-V/def2-TZVPD.

Properties
Net charge   +1
Multiplicity   2
HOMO (alpha / beta)   -0.5306 / -0.5301 Ha
Kohn-Sham gap (alpha / beta)   8.36 / 4.43 eV
Expectation value of S²   0.757
Molecular weight   88.106 g mol⁻¹

Each line ends with the natural charge from an NBO analysis.
Cartesian coordinates (Å):
C -1.3052 0.8963 -0.2046  -0.0485
O -1.4807 2.2134 0.2456  -0.6752
C 0.1591 0.4425 -0.1154  -0.4089
C 0.1836 -1.1139 -0.0552  -0.4510
C 1.6266 -1.4955 0.1693  0.4520
O 2.0687 -1.8394 1.2143  -0.0364
H -1.6203 0.9045 -1.2437  0.2034
H -1.9422 0.2233 0.3695  0.1733
H -0.7473 2.5159 0.7997  0.4762
H 0.6389 0.8442 0.7524  0.2221
H 0.7110 0.7709 -0.9986  0.2336
H -0.4444 -1.4807 0.7479  0.2727
H -0.1681 -1.5369 -0.9945  0.2865
H 2.3200 -1.3446 -0.6869  0.3001

Least stable = *b*

*a*
This record from the Open Molecules 2025 dataset describes one molecule with the formula CH4N2OS. The level of theory is ωB97M-V/def2-TZVPD.

Properties
Net charge   0
Multiplicity   1
HOMO   -0.3247 Ha
Kohn-Sham gap   9.64 eV
Molecular weight   92.123 g mol⁻¹

Each line ends with the natural charge from an NBO analysis.
Cartesian coordinates (Å):
O -1.8880 -1.1984 -0.9973  -0.5611
N -1.1598 -0.4357 -0.0819  -0.3451
C 0.1224 -0.9780 0.0297  0.2224
N 1.1800 -0.3315 0.3741  -0.5701
S 0.9732 1.3945 0.3664  0.0982
H -2.4806 -1.6875 -0.3709  0.4727
H -1.1324 0.5076 -0.4586  0.3640
H 0.0659 -2.0342 -0.0634  0.1847
H 2.2043 1.7282 0.7853  0.1343

*b*
This record from the Open Molecules 2025 dataset describes one molecule with the formula CH4N2OS. The level of theory is ωB97M-V/def2-TZVPD.

Properties
Net charge   0
Multiplicity   1
HOMO   -0.3357 Ha
Kohn-Sham gap   9.78 eV
Molecular weight   92.123 g mol⁻¹

Each line ends with the natural charge from an NBO analysis.
Cartesian coordinates (Å):
O 0.2850 -1.9169 0.5573  -0.5953
N 0.8480 -0.9545 -0.3452  -0.3354
C 0.4325 0.3262 0.1570  0.2324
N -0.5086 0.8588 -0.5447  -0.5408
S -0.8350 2.6199 -0.1893  0.0893
H 0.6842 -2.7641 0.3950  0.4723
H 0.3135 -1.1175 -1.1802  0.3525
H 0.9710 0.5749 1.1167  0.1921
H -2.1906 2.3732 0.0334  0.1329

Least stable = *b*

*a*
This record from the Open Molecules 2025 dataset describes a 2-piece molecular cluster, C4H6N2O3S overall. The level of theory is ωB97M-V/def2-TZVPD.

Properties
Net charge   0
Multiplicity   1
HOMO   -0.3167 Ha
Kohn-Sham gap   7.93 eV
Molecular weight   162.170 g mol⁻¹

Each line ends with the natural charge from an NBO analysis.
Cartesian coordinates (Å):
C 0.4768 -0.9430 0.5507  -0.1677
C -0.2621 -0.1512 -0.2629  0.1396
C -1.2187 -2.2346 -0.1864  0.1045
C -0.3113 1.2613 -0.7120  -0.6465
N -0.1389 -2.1769 0.6172  -0.5509
N -1.3137 -0.9783 -0.6778  -0.5881
O 3.3448 0.4637 1.1971  -0.8317
O 3.5345 -1.4766 -0.3664  -0.8202
O 2.8451 0.7081 -1.1494  -0.8400
S 3.1893 -0.1384 -0.0716  2.4649
H 1.3951 -0.8586 1.1425  0.2055
H -0.4940 1.1468 -1.8294  0.2289
H -1.1329 1.6593 -0.1861  0.2283
H 0.6352 1.7369 -0.3038  0.2453
H 0.2131 -2.9332 1.0532  0.4047
H -1.9844 -0.6303 -1.4802  0.4236

*b*
This record from the Open Molecules 2025 dataset describes one molecule with the formula C4H6N2O3S. The level of theory is ωB97M-V/def2-TZVPD.

Properties
Net charge   0
Multiplicity   1
HOMO   -0.3062 Ha
Kohn-Sham gap   8.39 eV
Molecular weight   162.170 g mol⁻¹

Each line ends with the natural charge from an NBO analysis.
Cartesian coordinates (Å):
N -2.4553 -0.5703 0.7921  -1.0218
S -1.5695 0.4280 -0.1690  2.3136
O -2.1769 1.6550 -0.5279  -0.9040
O -1.2265 -0.4433 -1.2833  -0.9168
N -0.0754 0.6947 0.8806  -0.2987
C 0.8016 1.3475 0.0795  -0.0782
C 1.8024 0.8206 -0.6564  -0.2378
C 1.8680 -0.6097 -0.5956  -0.3165
C 1.1037 -1.4192 0.1552  0.1428
O 0.1929 -0.8366 1.0832  -0.4370
H -3.1759 -0.1656 1.2668  0.3936
H -1.7660 -0.9694 1.3591  0.4109
H 0.6134 2.4237 0.0260  0.2418
H 2.4458 1.4097 -1.3292  0.2445
H 2.6786 -1.2262 -1.1556  0.2332
H 0.9390 -2.5388 0.0745  0.2303

Least stable = *b*

*a*
This record from the Open Molecules 2025 dataset describes one molecule with the formula C4H5ClS. The level of theory is ωB97M-V/def2-TZVPD.

Properties
Net charge   0
Multiplicity   1
HOMO   -0.3217 Ha
Kohn-Sham gap   7.85 eV
Molecular weight   120.604 g mol⁻¹

Each line ends with the natural charge from an NBO analysis.
Cartesian coordinates (Å):
S -2.8421 -1.3204 -0.0204  0.0629
C -2.0509 0.0441 -0.2935  -0.3035
C -0.6715 0.4261 -0.3184  -0.3109
C 0.3414 -0.3292 0.1161  -0.0732
C 1.7326 0.0976 0.3742  -0.4102
Cl 2.8326 -1.1689 -0.3012  -0.0468
H -2.6071 0.9748 -0.5873  0.1846
H -0.5781 1.4241 -0.7983  0.2146
H 0.2793 -1.3576 0.3473  0.2167
H 1.7004 0.0880 1.4945  0.2398
H 1.8635 1.1214 -0.0129  0.2260

*b*
This record from the Open Molecules 2025 dataset describes one molecule with the formula C4H5ClS. The level of theory is ωB97M-V/def2-TZVPD.

Properties
Net charge   0
Multiplicity   1
HOMO   -0.3288 Ha
Kohn-Sham gap   8.29 eV
Molecular weight   120.604 g mol⁻¹

Each line ends with the natural charge from an NBO analysis.
Cartesian coordinates (Å):
S 0.6730 1.3041 -1.3914  0.1403
C 0.6468 0.5111 -0.0115  -0.1124
C 1.5720 0.2945 1.1687  -0.4687
C 0.4983 -0.7749 1.6656  -0.4046
C -0.4738 -0.1681 0.6434  -0.2609
Cl -1.6583 -1.1251 -0.3892  -0.0666
H 2.5655 0.0043 0.9651  0.2382
H 1.5303 1.0880 1.9724  0.2373
H 0.9013 -1.7230 1.3076  0.2219
H 0.1625 -0.8169 2.7510  0.2251
H -1.1966 0.5329 1.0868  0.2504

Least stable = *a*